1.
Entry from the OMol25 dataset: 9 unconnected molecules or ions with the total composition C40H58NO23P2 in a non-equilibrium geometry (ωB97M-V/def2-TZVPD).

XYZ file:
```
124
Properties=species:S:1:pos:R:3
N -19.72 26.75 28.48
O -19.34 27.82 28.97
O -20.49 26.76 27.49
O -19.36 25.66 28.97
C -21.72 25.89 31.21
C -23.03 25.64 31.60
C -23.30 25.38 32.93
C -22.26 25.34 33.84
C -20.94 25.61 33.47
C -20.67 25.80 32.12
O -19.38 25.98 31.76
O -24.59 25.04 33.28
H -21.47 26.06 30.17
H -23.82 25.70 30.86
H -22.47 25.09 34.87
H -20.14 25.52 34.18
H -19.21 25.96 30.79
H -24.60 24.76 34.20
C -21.05 23.57 25.61
C -21.89 23.24 24.56
C -21.37 22.61 23.43
C -20.02 22.33 23.38
C -19.18 22.71 24.40
C -19.69 23.38 25.51
O -18.81 23.72 26.52
O -22.14 22.27 22.35
H -21.52 24.06 26.46
H -22.95 23.48 24.60
H -19.58 21.86 22.50
H -18.11 22.56 24.32
H -19.14 24.51 26.98
H -22.97 22.76 22.38
C -24.80 28.66 29.12
C -23.72 28.16 28.39
C -23.74 28.16 27.01
C -24.83 28.73 26.33
C -25.89 29.24 27.06
C -25.85 29.25 28.44
O -26.94 29.80 29.08
O -22.74 27.65 26.26
H -24.76 28.68 30.21
H -22.89 27.63 28.85
H -24.76 28.79 25.25
H -26.78 29.64 26.60
H -26.88 29.62 30.02
H -21.98 27.32 26.77
C -14.67 28.77 30.66
C -13.76 28.04 31.41
C -14.17 26.99 32.20
C -15.52 26.67 32.26
C -16.43 27.38 31.50
C -16.01 28.41 30.67
O -16.84 29.01 29.78
O -13.24 26.37 32.99
H -14.33 29.53 29.97
H -12.70 28.22 31.28
H -15.88 25.84 32.85
H -17.48 27.11 31.49
H -17.69 28.56 29.67
H -13.61 25.60 33.43
C -20.99 22.28 30.48
C -20.22 22.33 29.33
C -19.14 21.45 29.20
C -18.93 20.46 30.14
C -19.76 20.38 31.26
C -20.81 21.28 31.42
O -21.63 21.26 32.52
O -18.23 21.60 28.20
H -21.79 23.00 30.65
H -20.30 23.16 28.64
H -18.11 19.76 30.07
H -19.55 19.65 32.03
H -21.32 20.61 33.15
H -18.52 22.31 27.60
C -21.59 30.53 34.56
O -20.51 31.38 34.18
P -20.56 32.16 32.80
O -19.39 32.99 32.59
O -20.86 31.06 31.73
C -19.86 30.04 31.51
O -21.93 32.93 32.88
C -22.14 34.16 32.20
H -21.19 29.52 34.71
H -22.38 30.47 33.81
H -22.03 30.86 35.49
H -20.09 29.18 32.13
H -18.86 30.42 31.77
H -19.82 29.77 30.46
H -21.19 34.59 31.86
H -22.59 34.86 32.90
H -22.77 34.03 31.32
C -20.40 26.72 24.01
O -19.88 27.31 22.81
P -20.50 28.68 22.32
O -21.93 28.63 22.02
O -20.07 29.72 23.44
C -21.03 30.20 24.39
O -19.59 29.03 21.11
C -18.25 29.49 21.29
H -20.57 25.65 23.90
H -21.36 27.16 24.29
H -19.69 26.93 24.80
H -20.47 30.57 25.24
H -21.72 29.42 24.72
H -21.65 31.00 23.96
H -17.56 28.74 20.91
H -18.03 29.78 22.31
H -18.10 30.35 20.63
C -16.12 25.08 28.05
O -14.72 24.85 28.13
C -13.97 25.95 28.64
C -13.88 27.06 27.63
O -13.01 26.63 26.60
C -13.13 27.39 25.42
H -16.46 25.84 28.76
H -16.61 24.13 28.26
H -16.36 25.44 27.04
H -13.04 25.49 28.96
H -14.48 26.28 29.56
H -13.43 27.95 28.09
H -14.89 27.29 27.28
H -12.34 27.03 24.76
H -13.05 28.47 25.61
H -14.10 27.22 24.93
```

* largest force on an atom: 0.0249 hartree/bohr
* HOMO: -5.8 eV
* charge: -1
* calculated total energy: -4027.15804 a.u.
* lowest unoccupied orbital energy: 2.022 eV
* gap between HOMO and LUMO: 7.86 eV
* M: 982.8 g mol⁻¹

=====

2.
Entry from the OMol25 dataset: a molecular structure, C40H59FeN7O2 in a non-equilibrium geometry (ωB97M-V/def2-TZVPD).

XYZ file:
```
109
Properties=species:S:1:pos:R:3
Fe 0.26 -0.69 0.07
C -2.10 -0.61 -1.91
N -1.12 0.39 -1.50
C -0.09 0.62 -2.51
C -1.79 1.64 -1.16
C -1.10 2.37 -0.04
N -0.88 1.50 1.10
C -2.16 1.10 1.68
C -2.07 0.11 2.80
C -2.59 0.41 4.05
C -2.62 -0.52 5.07
C -2.13 -1.79 4.79
C -1.59 -2.15 3.56
C -1.54 -1.18 2.52
O -1.06 -1.41 1.31
C -1.08 -3.58 3.34
C -1.28 -4.47 4.57
C 0.42 -3.53 3.05
C -1.82 -4.24 2.16
C -3.22 -0.14 6.43
C -3.06 -1.26 7.46
C -4.72 0.12 6.25
C -2.54 1.12 6.97
C -0.04 2.18 2.09
C 1.27 2.65 1.52
C 1.60 3.99 1.54
C 2.83 4.45 1.08
C 3.73 3.49 0.65
C 3.45 2.13 0.60
C 2.15 1.68 0.99
O 1.74 0.43 0.90
C 4.56 1.13 0.24
C 4.82 0.28 1.50
C 5.88 1.82 -0.11
C 4.17 0.26 -0.96
C 3.13 5.95 1.06
C 4.58 6.24 0.67
C 2.21 6.62 0.03
C 2.88 6.56 2.44
H -2.53 -0.39 -2.90
H -2.91 -0.63 -1.19
H -1.65 -1.59 -1.92
H -0.52 1.00 -3.45
H 0.45 -0.30 -2.72
H 0.63 1.36 -2.14
H -2.81 1.41 -0.86
H -1.86 2.30 -2.04
H -1.70 3.26 0.22
H -0.12 2.72 -0.37
H -2.74 0.62 0.88
H -2.72 1.98 2.02
H -2.99 1.41 4.20
H -2.16 -2.54 5.56
H -0.75 -4.07 5.44
H -0.87 -5.46 4.36
H -2.34 -4.59 4.81
H 0.96 -3.09 3.89
H 0.59 -2.92 2.17
H 0.82 -4.53 2.87
H -2.89 -4.33 2.39
H -1.42 -5.24 1.98
H -1.72 -3.64 1.26
H -3.62 -2.15 7.17
H -3.44 -0.92 8.43
H -2.01 -1.53 7.59
H -5.22 -0.77 5.86
H -4.90 0.94 5.55
H -5.18 0.39 7.21
H -1.46 0.97 7.06
H -2.93 1.37 7.96
H -2.71 1.98 6.32
H 0.14 1.47 2.89
H -0.58 3.04 2.51
H 0.87 4.69 1.93
H 4.71 3.81 0.33
H 5.27 0.91 2.28
H 5.50 -0.55 1.28
H 3.89 -0.11 1.89
H 6.26 2.41 0.72
H 5.78 2.46 -0.99
H 6.63 1.05 -0.33
H 3.19 -0.17 -0.83
H 4.90 -0.55 -1.09
H 4.17 0.86 -1.87
H 4.81 5.89 -0.33
H 5.27 5.77 1.37
H 4.76 7.32 0.70
H 2.37 6.19 -0.96
H 2.40 7.69 -0.03
H 1.16 6.48 0.30
H 3.46 6.04 3.20
H 1.82 6.50 2.72
H 3.16 7.62 2.45
N 0.82 -3.88 -3.77
C 0.11 -2.82 -3.35
N 0.58 -2.41 -2.19
C 1.60 -3.28 -1.95
N 1.77 -4.18 -2.89
C 2.45 -3.19 -0.77
C 3.59 -3.98 -0.66
N 4.40 -3.91 0.38
C 4.05 -3.05 1.34
C 2.92 -2.26 1.23
N 2.11 -2.31 0.18
H 0.72 -4.42 -4.61
H -0.70 -2.40 -3.92
H 3.85 -4.66 -1.46
H 4.70 -2.99 2.20
H 2.66 -1.55 2.00
```

* largest force on an atom: 0.0330 hartree/bohr
* HOMO (spin up / spin down): -6.9 / -7.0 eV
* <S²>: 6.008
* relative energy (zero: lowest compared OMol25 entry of this formula, charge and spin): 0.0 kcal per mole
* calculated total energy: -3357.14569 a.u.
* lowest unoccupied orbital energy (spin up / spin down): -0.334 / -0.362 eV
* gap between HOMO and LUMO (spin up / spin down): 6.56 / 6.59 eV
* 2S+1: 5
* M: 725.8 g mol⁻¹

=====

3.
Entry from the OMol25 dataset: a molecular structure, C40H59MoN4O3PS2 in a non-equilibrium geometry (ωB97M-V/def2-TZVPD).

XYZ file:
```
110
Properties=species:S:1:pos:R:3
Mo -0.22 -0.47 0.21
C 3.58 -0.50 0.04
C 2.36 -0.34 -0.88
C 1.91 -1.57 -1.69
N 0.52 -1.91 -1.30
C -0.42 -2.34 -2.29
C 0.01 -3.04 -3.38
C -0.71 -3.67 -4.41
C -2.06 -3.66 -4.61
C -3.03 -2.98 -3.85
C -2.91 -2.29 -2.68
C -1.76 -2.02 -1.87
N -1.86 -1.37 -0.71
C -3.13 -1.37 0.02
C -3.61 0.06 0.24
C -2.78 0.77 1.33
N -1.51 0.10 1.61
C -1.30 -0.33 2.89
C -2.32 -0.67 3.77
C -2.26 -1.08 5.10
C -1.19 -0.99 5.97
C 0.10 -0.55 5.66
C 0.67 -0.38 4.43
C 0.11 -0.51 3.14
N 0.81 -0.60 2.00
C 2.22 -1.03 2.10
C 3.25 -0.08 1.47
H 4.41 0.10 -0.34
H 3.90 -1.53 0.06
H 2.54 0.50 -1.54
H 1.49 -0.04 -0.24
H 2.59 -2.39 -1.55
H 1.91 -1.32 -2.75
H 1.08 -3.20 -3.43
H -0.11 -4.24 -5.11
H -2.43 -4.22 -5.47
H -4.03 -3.02 -4.25
H -3.82 -1.84 -2.33
H -2.94 -1.87 0.98
H -3.90 -1.95 -0.48
H -4.67 0.07 0.52
H -3.51 0.59 -0.70
H -3.37 0.88 2.24
H -2.53 1.77 1.00
H -3.32 -0.69 3.34
H -3.19 -1.44 5.52
H -1.38 -1.25 7.00
H 0.75 -0.39 6.51
H 1.72 -0.10 4.45
H 2.31 -2.00 1.63
H 2.48 -1.19 3.15
H 4.16 -0.11 2.07
H 2.88 0.96 1.51
C -4.17 4.74 -2.23
C -3.57 4.90 -0.82
C -2.89 3.60 -0.35
C -2.04 3.06 -1.50
C -2.97 2.57 -2.64
C -4.34 3.26 -2.59
P -0.63 1.88 -1.14
C 0.15 1.63 -2.82
C 0.52 2.90 -3.61
C 0.80 2.58 -5.09
C 1.39 1.18 -5.25
C 0.35 0.13 -4.84
C -0.60 0.66 -3.75
C 0.66 2.95 -0.28
C 0.49 2.89 1.25
C 1.46 3.87 1.91
C 1.06 5.32 1.61
C 0.30 5.43 0.28
C 0.83 4.42 -0.74
H -3.52 5.21 -2.97
H -5.14 5.25 -2.29
H -4.35 5.16 -0.09
H -2.85 5.71 -0.82
H -3.66 2.89 -0.07
H -2.29 3.82 0.54
H -1.48 3.92 -1.88
H -3.11 1.48 -2.60
H -2.51 2.80 -3.60
H -5.00 2.78 -1.86
H -4.82 3.17 -3.56
H 1.09 1.13 -2.56
H 1.42 3.34 -3.17
H -0.27 3.65 -3.57
H 1.48 3.33 -5.49
H -0.12 2.64 -5.67
H 2.29 1.10 -4.63
H 1.70 1.01 -6.28
H 0.85 -0.78 -4.49
H -0.25 -0.16 -5.70
H -1.04 -0.16 -3.19
H -1.42 1.18 -4.23
H 1.59 2.42 -0.52
H 0.68 1.87 1.60
H -0.53 3.15 1.55
H 2.47 3.67 1.54
H 1.48 3.70 2.99
H 1.95 5.94 1.57
H 0.43 5.71 2.41
H 0.41 6.43 -0.13
H -0.77 5.27 0.44
H 1.90 4.61 -0.87
H 0.37 4.61 -1.71
O 1.74 -4.84 -1.51
S 1.88 -4.66 -0.10
O 3.10 -4.03 0.34
O 1.27 -5.59 0.78
S 0.27 -2.99 0.14
```

* largest force on an atom: 0.0316 hartree/bohr
* HOMO (spin up / spin down): -13.5 / -13.5 eV
* charge: +2
* calculated total energy: -3209.67764 a.u.
* lowest unoccupied orbital energy (spin up / spin down): -6.973 / -6.972 eV
* gap between HOMO and LUMO (spin up / spin down): 6.52 / 6.52 eV
* M: 835.0 g mol⁻¹

=====

4.
Entry from the OMol25 dataset: a molecular structure, C40H60BN11O2Re in a non-equilibrium geometry (ωB97M-V/def2-TZVPD).

XYZ file:
```
115
Properties=species:S:1:pos:R:3
Re 0.19 -0.67 -0.78
C 1.85 -3.49 1.71
C 0.55 -3.10 2.39
C -0.61 -4.06 2.09
C 0.21 -1.65 2.35
C 0.12 -0.96 3.55
C -0.15 0.37 3.26
C -0.12 1.43 4.37
C -1.49 1.68 4.97
C 0.68 2.72 4.09
N -0.29 0.49 1.94
N -0.05 -0.76 1.35
B -0.82 1.70 1.05
N 0.29 2.19 0.10
N 1.08 1.27 -0.53
C 2.09 1.93 -1.19
C 1.91 3.27 -1.01
C 0.76 3.42 -0.22
C 0.20 4.79 0.12
C 0.21 5.18 1.60
C -1.12 5.09 -0.60
C 3.40 1.47 -1.88
C 4.40 1.10 -0.81
C 3.35 0.49 -3.08
N -2.00 1.25 0.19
N -1.68 0.44 -0.89
C -2.76 0.26 -1.65
C -3.82 0.96 -1.06
C -3.31 1.52 0.12
C -4.13 2.35 1.07
C -3.82 2.06 2.55
C -4.09 3.83 0.73
C -2.80 -0.59 -2.90
C -2.81 0.31 -4.16
C -4.09 -1.41 -2.92
H 2.15 -4.51 2.05
H 2.62 -2.79 2.03
H 1.86 -3.51 0.65
H 0.75 -3.25 3.47
H -0.77 -4.16 1.03
H -1.54 -3.76 2.59
H -0.37 -5.04 2.48
H 0.43 -1.38 4.52
H 0.44 0.92 5.14
H -2.02 2.46 4.41
H -1.38 2.04 5.98
H -2.10 0.76 5.02
H 0.07 3.42 3.61
H 1.58 2.50 3.50
H 0.89 3.13 5.08
H -1.15 2.63 1.79
H 2.56 4.05 -1.37
H 0.88 5.55 -0.33
H -0.50 4.64 2.17
H 0.01 6.24 1.69
H 1.19 5.02 2.04
H -1.84 4.23 -0.65
H -0.91 5.27 -1.63
H -1.63 5.93 -0.20
H 3.69 2.37 -2.37
H 4.06 0.23 -0.25
H 4.55 1.93 -0.15
H 5.36 0.84 -1.28
H 2.88 -0.52 -2.88
H 4.39 0.29 -3.35
H 2.87 0.88 -3.98
H -4.82 1.01 -1.40
H -5.14 2.00 0.96
H -2.93 2.58 2.81
H -3.78 0.99 2.77
H -4.59 2.49 3.19
H -3.11 4.22 0.99
H -4.84 4.38 1.30
H -4.37 4.00 -0.32
H -1.94 -1.27 -2.95
H -3.58 1.07 -4.03
H -3.02 -0.24 -5.08
H -1.88 0.87 -4.25
H -5.01 -0.82 -2.97
H -4.23 -1.97 -1.99
H -4.13 -2.05 -3.80
O 4.43 -1.64 1.09
C 4.90 -2.20 -0.06
C 6.23 -2.68 -0.11
C 6.82 -3.29 -1.19
C 6.04 -3.47 -2.36
C 4.72 -3.09 -2.29
C 4.09 -2.48 -1.19
C 2.61 -2.25 -1.21
O 2.15 -1.24 -0.54
N 1.82 -3.10 -1.88
N 0.49 -2.70 -1.61
C -0.32 -3.68 -1.61
C -1.65 -3.52 -1.02
C -2.51 -4.58 -0.85
C -3.63 -4.33 -0.03
C -3.77 -3.09 0.54
C -2.80 -2.12 0.33
N -1.76 -2.33 -0.49
H 5.13 -1.54 1.74
H 6.84 -2.47 0.76
H 7.88 -3.59 -1.05
H 6.44 -3.86 -3.29
H 4.08 -3.16 -3.15
H 0.11 -4.67 -1.93
H -2.32 -5.56 -1.27
H -4.38 -5.11 0.19
H -4.52 -2.92 1.28
H -2.84 -1.14 0.81
N 0.25 -1.09 -3.99
N 0.30 -0.12 -2.92
H 0.85 -1.90 -3.72
H 0.69 -0.66 -4.81
H -0.49 0.52 -3.03
H 1.14 0.46 -3.05
```

* largest force on an atom: 0.0444 hartree/bohr
* HOMO (spin up / spin down): -13.1 / -13.1 eV
* <S²>: 3.773
* charge: +2
* calculated total energy: -2415.71202 a.u.
* lowest unoccupied orbital energy (spin up / spin down): -5.845 / -7.064 eV
* gap between HOMO and LUMO (spin up / spin down): 7.24 / 6.01 eV
* 2S+1: 4
* M: 924.0 g mol⁻¹